{
  "formula": "C7H10",
  "method": "ωB97M-V with the def2-TZVPD basis set",
  "species": ["C", "C", "C", "C", "C", "C", "C", "H", "H", "H", "H", "H", "H", "H", "H", "H", "H"],
  "xyz": [[1.798, -0.849, -0.360], [1.061, -1.330, -1.498], [0.562, 0.064, 0.378], [0.126, 1.529, 0.154], [-1.127, 1.140, 1.055], [-1.885, 0.096, 0.276], [-0.694, -0.322, 1.109], [2.616, -0.173, -0.626], [2.132, -1.633, 0.323], [1.144, -0.866, -2.482], [0.628, -2.333, -1.511], [0.957, 2.242, 0.369], [-0.310, 1.888, -0.782], [-1.606, 1.705, 1.859], [-1.716, 0.062, -0.800], [-2.887, -0.216, 0.578], [-0.803, -1.004, 1.958]],
  "forces_ev_per_angstrom": [[-1.325, 1.409, 1.433], [-0.409, -0.309, -0.624], [1.287, -1.333, -1.429], [-0.408, -0.505, 0.101], [0.409, 0.447, -0.133], [0.039, 0.102, -0.158], [0.555, -0.176, -0.123], [-0.171, -0.024, 0.294], [-0.049, 0.259, 0.051], [-0.142, 0.173, 0.458], [-0.083, 0.438, 0.262], [-0.887, -0.349, 0.661], [0.403, -0.408, -0.403], [0.372, -0.169, -0.315], [-0.163, 0.039, 0.130], [0.369, 0.238, 0.240], [0.203, 0.167, -0.445]],
  "nbo_charge": [-0.476, -0.366, 0.128, -0.482, -0.201, -0.414, -0.312, 0.214, 0.214, 0.185, 0.184, 0.223, 0.209, 0.229, 0.214, 0.225, 0.226],
  "molar_mass_g_mol": 94.16,
  "multiplicity": 1,
  "e_tot_ha": -272.513450,
  "max_force_ev_per_a": 2.4,
  "orbital_gap_ha": [0.2890, 0.3101],
  "homo_energy_ev": [-7.09, -7.46]
}